Molecular formula: C35H58BrClF7N4O11P2S
Method: DFT, the ωB97M-V functional and the def2-TZVPD basis

The geometry in XYZ format:
```
120
Properties=species:S:1:pos:R:3:mulliken_charge:R:1
C 0.461 1.346 1.209 -0.696
C 1.426 0.653 1.035 -0.961
N 2.542 -0.241 0.860 1.664
C 3.622 0.712 0.444 1.528
F 4.396 0.216 -0.517 -0.242
F 4.486 0.970 1.425 -0.344
C 3.275 2.175 -0.077 0.079
F 2.962 3.056 0.860 -0.275
F 4.534 2.617 -0.384 -0.326
C 2.537 2.402 -1.434 0.814
F 1.225 2.569 -1.339 -0.261
F 2.790 1.510 -2.372 -0.172
F 2.983 3.570 -1.908 -0.261
C 2.709 -0.959 2.204 1.222
C 1.896 -0.446 3.408 -2.534
C 0.435 -0.931 3.550 -0.209
S 0.126 -1.456 5.294 -0.180
C -0.932 -2.858 5.066 0.575
N -1.009 -3.956 5.709 -0.420
N -1.987 -4.660 5.047 -0.351
C -2.422 -3.998 4.078 -0.205
O -1.775 -2.786 4.035 -0.156
C 2.628 -2.526 2.181 -2.351
N 2.232 -3.187 0.912 1.281
P 1.954 -4.845 1.194 -0.197
O 2.586 -5.759 -0.009 -0.467
Br -0.271 -5.069 0.717 -0.254
C 2.799 -2.573 -0.298 1.355
C 2.544 -3.337 -1.637 -1.149
C 2.195 -2.495 -2.867 -0.657
C 3.348 -1.706 -3.527 -0.046
Cl 2.743 -1.135 -5.124 -0.166
P 4.647 -2.676 -0.146 0.609
O 5.375 -2.349 -1.377 -0.806
O 5.329 -1.799 1.037 -0.559
O 5.026 -4.227 0.194 -0.523
C 2.094 -1.172 -0.285 -0.992
C 0.571 -1.488 -0.203 -1.046
C -0.320 -0.618 -1.153 -0.772
C -1.685 -0.462 -0.456 -1.081
O -2.396 0.531 -1.139 -0.331
C -3.781 0.493 -0.812 -0.687
H -0.327 2.058 1.349 0.669
H 3.727 -0.845 2.590 0.248
H 2.394 -0.905 4.281 0.870
H 2.022 0.623 3.620 0.280
H -0.320 -0.171 3.338 0.712
H 0.196 -1.816 2.950 0.143
H -3.160 -4.238 3.332 0.547
H 1.957 -2.928 2.951 1.064
H 3.596 -2.979 2.467 0.107
H 3.291 -6.295 0.382 0.341
H 3.380 -3.997 -1.899 0.759
H 1.705 -4.030 -1.477 0.529
H 1.837 -3.195 -3.637 0.660
H 1.362 -1.791 -2.748 -0.180
H 4.251 -2.293 -3.690 0.365
H 3.572 -0.838 -2.897 -0.068
H 6.125 -1.376 0.681 0.411
H 5.980 -4.187 0.366 0.390
H 2.193 -0.593 -1.207 0.520
H 0.363 -2.493 -0.588 0.752
H 0.176 -1.540 0.816 0.031
H -0.537 -1.152 -2.085 0.912
H 0.133 0.344 -1.412 -0.101
H -2.229 -1.426 -0.485 0.509
H -1.584 -0.210 0.621 0.167
H -3.959 0.776 0.240 0.296
H -4.200 -0.503 -1.000 0.308
H -4.317 1.227 -1.412 0.297
C -6.576 2.067 -4.744 -1.091
C -6.355 0.710 -4.126 0.763
O -5.580 0.553 -3.208 -0.477
C -7.139 -0.443 -4.699 -1.108
H -5.952 2.801 -4.238 0.266
H -6.306 2.044 -5.800 0.340
H -7.621 2.360 -4.635 0.333
H -6.893 -0.574 -5.753 0.349
H -8.209 -0.258 -4.588 0.338
H -6.884 -1.356 -4.163 0.266
C -1.265 1.032 8.882 -1.139
C 0.096 1.252 8.270 0.890
O 0.220 1.613 7.121 -0.543
C 1.294 1.003 9.151 -1.142
H -2.032 1.247 8.141 0.287
H -1.366 -0.006 9.203 0.313
H -1.402 1.698 9.734 0.381
H 1.303 -0.037 9.484 0.317
H 1.267 1.668 10.015 0.374
H 2.204 1.198 8.587 0.284
C 1.543 2.194 -5.347 -0.337
C 1.282 2.073 -6.830 0.589
O 1.248 0.993 -7.372 -0.539
C 1.067 3.352 -7.600 -1.189
H 1.679 1.197 -4.929 -0.222
H 2.450 2.778 -5.174 0.313
H 0.693 2.674 -4.857 0.368
H 1.952 3.986 -7.525 0.315
H 0.198 3.882 -7.208 0.327
H 0.892 3.116 -8.647 0.331
C 1.316 8.055 -1.353 -1.064
C 1.738 7.476 -2.682 0.738
O 1.236 7.843 -3.718 -0.548
C 2.815 6.417 -2.661 -0.539
H 0.540 8.800 -1.515 0.315
H 0.919 7.266 -0.711 0.277
H 2.168 8.534 -0.867 0.313
H 2.480 5.567 -2.081 -0.099
H 3.731 6.826 -2.233 0.376
H 3.019 6.091 -3.680 0.267
C -7.020 -2.471 0.357 -0.983
C -6.114 -2.143 1.517 0.827
O -5.303 -1.247 1.449 -0.499
C -6.261 -2.980 2.764 -1.107
H -6.808 -1.795 -0.470 0.177
H -6.847 -3.497 0.026 0.327
H -8.063 -2.349 0.653 0.355
H -6.055 -4.028 2.538 0.336
H -7.271 -2.880 3.164 0.385
H -5.551 -2.636 3.516 0.204
```

Output
charge	+1
calculated total energy	-196708.9651	eV
Kohn-Sham gap	8.6	eV
LUMO energy	-2.34	eV